A structure of composition C53H44FeIN4O6P2, computed with ωB97M-V/def2-TZVPD.

Structure (XYZ):
```
111
Properties=species:S:1:pos:R:3
I 0.48 1.70 3.42
Fe 0.34 1.08 0.64
P 1.24 -1.52 0.67
P -1.93 -0.65 0.43
O 4.25 1.49 -0.17
O 3.76 0.31 -5.24
O -1.25 2.19 0.22
O 2.34 0.91 0.83
O 2.10 1.50 -6.21
O 1.20 6.73 -1.64
N -2.72 4.45 -2.11
N -0.95 -3.31 0.87
N 0.94 1.13 -1.36
N 1.18 3.21 0.81
C -1.62 5.04 -2.61
C 1.77 -3.32 4.32
C 0.93 4.07 -0.11
C 3.37 4.19 1.42
C -2.64 -2.37 -1.69
C -5.56 0.87 2.85
C -3.15 -0.05 -1.99
C 4.22 3.84 3.65
C -3.39 -0.03 1.35
C -1.83 -2.27 1.35
C -1.46 -6.83 -0.16
C 3.24 -1.43 4.22
C 2.36 -1.62 -1.85
C 2.73 -2.52 4.91
C -0.99 -5.53 -0.15
C 3.07 1.24 -0.21
C 4.91 -2.27 -1.01
C -1.34 3.22 -0.58
C 1.32 -3.05 3.04
C -2.80 -6.38 1.77
C -2.61 3.60 -1.11
C -3.20 0.82 2.43
C 0.71 1.12 -3.72
C 0.79 5.71 -2.55
C 1.83 -1.96 2.33
C 2.79 -1.15 2.94
C 2.09 1.18 -3.88
C 2.88 1.31 -2.74
C 2.62 -1.79 -0.49
C -0.38 4.92 -2.03
C -3.65 -0.31 -3.25
C 4.66 -2.09 -2.36
C -0.24 4.01 -0.96
C -2.62 -1.07 -1.20
C -5.76 0.01 1.78
C 3.38 -1.76 -2.78
C 3.10 3.08 3.96
C 0.23 -2.98 0.11
C -3.14 -2.64 -2.96
C -4.27 1.27 3.18
C 2.23 3.46 1.73
C 2.13 2.90 3.00
C -2.37 -7.27 0.80
C 0.18 1.09 -2.45
C 4.36 4.37 2.38
C -1.42 -4.63 0.83
C -4.68 -0.44 1.03
C -2.33 -5.08 1.80
C 2.27 1.26 -1.50
C 3.90 -2.12 -0.07
C 2.73 1.00 -5.28
C -3.64 -1.61 -3.74
C -3.89 3.11 -0.49
H 0.08 1.07 -4.60
H -2.20 1.18 2.66
H 5.91 -2.52 -0.67
H 0.02 -2.78 -0.95
H 3.08 -2.73 5.92
H 0.58 -3.70 2.59
H 5.00 3.98 4.39
H -4.85 -1.10 0.19
H 3.52 4.57 0.42
H -3.16 0.97 -1.62
H 3.00 2.63 4.94
H -4.14 3.76 0.36
H -3.14 -3.66 -3.33
H 3.19 -1.54 -3.83
H 1.37 -4.17 4.86
H -1.12 -7.51 -0.93
H 1.38 -1.32 -2.20
H 0.47 7.35 -1.53
H -4.70 3.17 -1.21
H -6.40 1.22 3.43
H 0.91 -3.83 0.14
H -2.85 -2.66 1.38
H 5.46 -2.17 -3.08
H -1.59 -1.96 2.38
H 4.00 -0.80 4.67
H -4.11 1.94 4.01
H 0.54 6.13 -3.53
H 4.12 -2.25 0.98
H -4.05 0.50 -3.85
H 5.25 4.93 2.12
H -2.65 -4.42 2.59
H -3.80 2.10 -0.09
H 1.66 5.07 -2.69
H -2.73 -8.29 0.78
H -0.31 -5.21 -0.92
H 1.55 4.96 -0.22
H -4.03 -1.82 -4.73
H 3.18 -0.29 2.40
H -6.76 -0.30 1.51
H -1.77 5.67 -3.48
H -0.89 1.03 -2.29
H 3.95 1.33 -2.81
H -2.27 -3.20 -1.10
H -3.49 -6.71 2.53
```

Computed properties:
Relative energy (zero: lowest compared OMol25 entry of this formula, charge and spin), kcal/mol: 8.04
Net charge: 0
Spin multiplicity: 6
Calculated total energy, Eh: -4960.67695
<S²>: 8.763
Maximum force, eV/Å: 0.884